[1]
51
Properties=species:S:1:pos:R:3 method="wB97M-V/def2-TZVPD" gap_ev="7.41 / 7.40" multiplicity=6 total_charge=+1 e_lumo_ev="-3.21 / -3.31"
Mn 0.31029 -0.32454 -0.13062
F 5.41985 -0.42498 1.30461
C 4.78493 -0.98499 2.34568
F 5.57221 -0.81528 3.42175
F 4.70790 -2.30195 2.11595
C 3.42540 -0.37284 2.56966
C 3.13404 0.23601 3.77495
C 1.88326 0.80231 3.99253
C 0.96322 0.73680 2.97270
N 1.23056 0.15241 1.80211
C 2.43823 -0.41543 1.57001
S 2.61492 -1.16677 -0.00057
H 3.89119 0.26780 4.54622
H 1.63665 1.27764 4.92992
H -0.03021 1.15577 3.08063
C -1.93872 -4.16771 -0.46205
C -0.93606 -3.19671 -0.40214
N -1.19324 -1.91912 -0.18700
C -2.47711 -1.52596 -0.00461
C -3.54604 -2.42787 -0.05762
C -3.24267 -3.78079 -0.29472
C -4.88807 -1.95540 0.12554
C -5.13612 -0.64929 0.35031
C -4.06377 0.29999 0.42183
C -4.27285 1.67108 0.65941
C -3.19951 2.51973 0.71755
C -1.91509 1.99248 0.54592
N -1.68873 0.71511 0.32891
C -2.74092 -0.12830 0.25608
H -1.67376 -5.19978 -0.63934
H 0.10759 -3.46143 -0.52708
H -4.04573 -4.50591 -0.33893
H -5.69673 -2.67302 0.07672
H -6.14933 -0.29309 0.48443
H -5.28137 2.04219 0.79294
H -3.32778 3.57791 0.89458
H -1.04247 2.63479 0.58722
C 0.89310 2.60847 -3.86133
P 1.48832 1.44270 -2.63892
C 2.23322 0.08668 -3.54548
C 2.79559 2.24925 -1.71934
O 0.33801 1.00781 -1.74273
H 1.70196 2.94583 -4.50866
H 0.45944 3.46949 -3.35288
H 0.12104 2.13052 -4.46402
H 2.98806 0.47577 -4.23026
H 1.46212 -0.42290 -4.12390
H 2.70614 -0.61462 -2.86038
H 3.58699 2.59131 -2.38632
H 3.21076 1.53510 -1.00647
H 2.38127 3.10373 -1.18278

***

[2]
15
Properties=species:S:1:pos:R:3 method="wB97M-V/def2-TZVPD" gap_ev=7.41 total_charge=-1 e_lumo_ev=3.85 de_lowest_ev=1.006
C 1.24445 -0.26616 1.92454
C 0.78098 1.19223 2.22248
O 0.19544 1.84237 1.30966
O 1.01131 1.65009 3.32278
H 1.75470 -0.62495 2.79681
H 1.48726 -0.22780 0.82301
H 0.28396 -0.80845 2.10622
C -0.76673 -1.04276 -1.87363
C -0.91904 0.43060 -1.78193
H -1.52069 -1.59490 -1.25838
H -1.00095 -1.36642 -2.93676
H 0.21547 -1.54644 -1.56344
H -1.80265 0.68138 -1.21436
H -0.09559 0.76444 -1.11951
H -0.86791 0.91678 -2.75749

***

[3]
5
Properties=species:S:1:pos:R:3 method="wB97M-V/def2-TZVPD" gap_ev=7.77 total_charge=+1 e_lumo_ev=-8.81 de_lowest_ev=1.087
C -0.37337 -0.93941 -0.63556
C -0.21818 0.41771 -0.21628
O 0.24354 -0.68937 0.71398
F -1.23416 1.12366 0.25074
Be 1.58218 0.08742 -0.11288

***

[4]
10
Properties=species:S:1:pos:R:3 method="wB97M-V/def2-TZVPD" gap_ev=9.98 e_lumo_ev=0.25 de_lowest_ev=2.937
C -0.38227 0.56292 -0.30394
C -0.88112 -0.69346 0.49412
C 1.88980 0.08011 -0.55474
O 1.04728 0.84082 0.11373
Cl -2.30981 -1.30246 -0.40245
Cl 3.43091 0.41792 0.14626
H -0.42714 0.36516 -1.39380
H -1.20505 1.32397 -0.06217
H -1.15941 -0.24738 1.45164
H -0.00320 -1.34760 0.51134

***

[5]
22
Properties=species:S:1:pos:R:3 method="wB97M-V/def2-TZVPD" gap_ev=8.26 e_lumo_ev=-0.30 de_lowest_ev=10.247
C 2.41647 -0.26231 0.80755
C 0.49516 -0.06263 -0.27775
C -0.43898 -1.12867 -0.11889
C 0.19140 -2.30688 -0.50250
C -1.82079 -0.92021 -0.21272
C -2.34162 0.44669 0.01533
C -1.47376 1.48456 0.35776
C -0.02334 1.27274 0.02477
C 0.98954 2.23754 -0.22479
H 1.81361 -0.86365 1.62128
H 3.35642 -0.92973 0.51117
H 2.84788 1.01524 1.28586
H 0.66209 -1.67786 -1.81079
H -0.73919 -3.01936 -0.27525
H 1.68448 -2.76703 0.17982
H -2.66681 -1.67184 -0.25576
H -4.01516 1.21959 -0.07602
H -1.63475 2.55981 0.47621
H 1.96461 1.98260 -0.52917
O 1.82019 -0.31046 -0.51856
O -3.68012 0.37955 0.10436
O 0.59266 3.32233 -0.58192

***

[6]
16
Properties=species:S:1:pos:R:3 method="wB97M-V/def2-TZVPD" gap_ev=11.14 total_charge=+1 e_lumo_ev=-2.96 de_lowest_ev=0.479
C -0.12603 -0.24695 -0.40871
C 0.82676 0.29263 0.38002
C 1.40403 0.44571 -1.80125
N 0.20720 -0.08049 -1.73148
N 1.74994 0.73602 -0.57014
C 0.97725 0.32243 1.81775
H -1.05558 -0.78390 -0.21973
H 1.93201 0.72471 -2.71312
H -0.30783 -0.27611 -2.60885
H 2.65071 1.21686 -0.39493
H 0.32931 1.09968 2.25669
H 2.02773 0.57091 2.04436
H 0.73500 -0.64494 2.28903
O -3.47417 -0.95203 0.74092
H -4.29325 -0.52146 0.40630
H -3.58308 -1.90309 0.51311

***

What did the sixth record say?
16
Properties=species:S:1:pos:R:3 method="wB97M-V/def2-TZVPD" gap_ev=11.14 total_charge=+1 e_lumo_ev=-2.96 de_lowest_ev=0.479
C -0.12603 -0.24695 -0.40871
C 0.82676 0.29263 0.38002
C 1.40403 0.44571 -1.80125
N 0.20720 -0.08049 -1.73148
N 1.74994 0.73602 -0.57014
C 0.97725 0.32243 1.81775
H -1.05558 -0.78390 -0.21973
H 1.93201 0.72471 -2.71312
H -0.30783 -0.27611 -2.60885
H 2.65071 1.21686 -0.39493
H 0.32931 1.09968 2.25669
H 2.02773 0.57091 2.04436
H 0.73500 -0.64494 2.28903
O -3.47417 -0.95203 0.74092
H -4.29325 -0.52146 0.40630
H -3.58308 -1.90309 0.51311